{"formula": "C5H4", "method": "ωB97M-V with the def2-TZVPD basis set", "homo_energy_ev": -9.2, "energy_ha": -192.66270, "lumo_ev": -0.3544, "species": ["C", "C", "C", "C", "C", "H", "H", "H", "H"], "xyz": [[-1.57110, -0.35038, -0.01885], [-0.06643, -0.31062, 0.04953], [1.04101, 0.28470, 0.02994], [2.20741, 0.89521, 0.01323], [3.30305, 1.51583, -0.02205], [-2.03776, -0.86569, 0.82725], [-1.95177, -0.77414, -0.95556], [-1.92916, 0.69019, 0.01845], [1.00476, -1.08509, 0.05806]], "forces_ev_per_angstrom": [[0.25, -0.09, 0.03], [1.09, -0.65, -0.06], [-0.54, 1.23, -0.03], [0.88, 0.39, 0.00], [-0.34, -0.22, 0.02], [0.32, -0.05, -0.19], [0.30, -0.06, 0.23], [0.37, -0.24, 0.00], [-2.34, -0.32, 0.00]], "nbo_charge": [-0.65, -0.15, 0.22, -0.64, 0.11, 0.25, 0.25, 0.26, 0.36]}

{"formula": "C5H4", "method": "ωB97M-V with the def2-TZVPD basis set", "homo_energy_ev": [-8.1, -9.5], "energy_ha": -192.51246, "lumo_ev": [-1.1682, -1.7724], "species": ["C", "C", "C", "C", "C", "H", "H", "H", "H"], "xyz": [[-1.14794, 0.05036, -0.16516], [-3.11348, -0.31667, 0.13460], [0.17015, -0.25367, -0.02972], [1.10842, -1.25127, 0.02892], [-0.16282, 1.26629, -0.05315], [2.20252, -1.01097, -0.01515], [0.98279, -2.25325, 0.13739], [0.14385, 1.88962, -0.89492], [-0.18350, 1.87957, 0.85721]], "forces_ev_per_angstrom": [[-3.95, 0.72, 0.89], [4.91, 0.84, -0.80], [0.12, -0.34, 0.20], [1.95, 3.86, -0.23], [-0.40, -1.46, -0.07], [-1.17, 0.18, 0.17], [-1.25, -2.67, 0.07], [-0.35, -0.46, -0.25], [0.13, -0.67, 0.02]], "nbo_charge": [-0.14, 0.25, -0.13, -0.33, -0.46, 0.19, 0.20, 0.21, 0.21]}

{"formula": "C5H41NO14", "method": "ωB97M-V with the def2-TZVPD basis set", "spin_multiplicity": 2, "homo_energy_ev": [-13.3, -13.3], "total_charge": 1, "energy_ha": -1322.75061, "lumo_ev": [-3.3504, -8.5415], "species": ["C", "N", "C", "C", "C", "C", "H", "H", "H", "H", "H", "H", "H", "H", "H", "H", "H", "H", "H", "H", "H", "O", "H", "H", "O", "H", "H", "O", "H", "H", "O", "H", "H", "O", "H", "H", "O", "H", "H", "O", "H", "H", "O", "H", "H", "O", "H", "H", "O", "H", "H", "O", "H", "H", "O", "H", "H", "O", "H", "H", "O"], "xyz": [[-0.44180, -2.44550, -2.65486], [-0.08547, -1.04570, -2.47457], [1.26679, -0.54955, -2.74787], [1.98779, -0.08772, -1.54724], [2.94095, 1.14960, -1.79764], [2.78513, -1.34759, -1.12785], [-1.49742, -2.73894, -2.60234], [0.13527, -2.74154, -3.61602], [0.00656, -3.08452, -1.97181], [-0.30316, -0.72425, -1.51891], [1.83878, -1.20088, -3.46926], [1.22509, 0.34236, -3.48350], [1.19824, 0.13214, -0.80323], [3.92713, 1.05713, -1.46746], [2.80538, 1.16770, -2.81861], [2.49338, 2.03294, -1.25429], [2.03360, -2.20903, -1.12776], [3.63727, -1.61396, -1.69331], [3.20304, -1.06241, -0.08386], [-0.91770, -1.11143, 3.51182], [-1.47330, -2.48857, 3.15655], [-1.47616, -1.78053, 3.87835], [2.12251, 1.98459, 2.00373], [3.24309, 1.81219, 0.96419], [2.32987, 1.70915, 1.09665], [-0.72167, 1.73158, 4.01803], [-0.55752, 1.98246, 2.69272], [-0.97601, 2.50882, 3.44498], [-2.62668, 0.94497, 0.73317], [-1.24635, 1.24084, 0.36190], [-1.83838, 0.54664, 0.50770], [-2.93157, -2.49947, -0.33122], [-2.14199, -3.87200, -0.24308], [-2.99683, -3.48806, -0.66413], [-2.14912, 0.51649, -2.41082], [-2.20718, 1.68571, -1.47618], [-2.70588, 1.30989, -2.26720], [0.81416, -2.64172, 3.33143], [0.73321, -1.74046, 4.63275], [1.38609, -2.20146, 4.07451], [-0.56579, -2.70575, 0.45100], [-1.27215, -1.62676, 1.25452], [-1.12368, -2.55089, 1.26931], [-1.45334, 1.04195, -4.65083], [-2.36639, 2.10216, -4.00302], [-1.59060, 2.01488, -4.52037], [0.14094, 1.34756, -2.73930], [0.60012, 2.80279, -2.98875], [0.54447, 2.08376, -2.27284], [-0.62141, 0.08507, 1.63005], [0.83962, -0.12699, 2.00599], [-0.06952, -0.00124, 2.38450], [0.31266, 2.75323, 0.42792], [-0.36394, 2.64698, -1.00460], [-0.47938, 2.68330, -0.07437], [-4.40714, 1.81919, 2.26260], [-2.86012, 2.31049, 2.45416], [-3.47066, 1.67170, 1.98817], [2.24674, 0.36442, 5.09200], [1.44374, -0.41949, 4.05184], [1.69670, 0.52376, 4.22655]], "forces_ev_per_angstrom": [[0.65, 0.58, -4.28], [2.00, -0.88, 1.96], [-1.01, 0.22, -4.09], [1.78, -0.23, 1.62], [-3.25, -0.03, 2.40], [-1.62, 0.44, 3.17], [-0.05, 0.72, -0.29], [-1.60, 0.18, 1.18], [1.31, -0.82, 2.09], [-0.88, 0.46, -0.42], [-0.71, -0.14, 0.95], [-0.44, -0.90, 0.70], [0.74, 0.11, 0.21], [1.56, -0.78, 0.28], [0.84, 1.36, -2.33], [0.69, -0.99, -1.12], [1.39, 0.73, 0.55], [0.68, -0.02, -1.12], [-0.84, -1.08, -1.38], [0.42, 0.90, -0.49], [-0.17, 1.38, 1.74], [-0.74, -2.38, -0.70], [0.37, -0.20, 0.00], [1.91, 0.35, 0.02], [-2.44, -0.25, 0.37], [-0.71, 1.41, 0.49], [-0.80, 1.56, 0.48], [1.45, -2.84, -0.93], [-3.47, 1.40, 1.46], [1.70, 2.53, -0.57], [2.10, -4.70, -1.53], [-0.48, -3.03, -0.79], [-2.54, 0.79, -0.81], [2.69, 2.14, 1.44], [-0.87, 0.42, -0.07], [-1.39, -0.38, -1.24], [1.59, -0.20, 1.79], [1.43, 1.26, 2.33], [-0.25, -1.07, -0.07], [-1.41, -0.90, -1.94], [-0.80, 0.14, 1.64], [-0.52, 1.78, 0.15], [1.63, -1.97, -1.99], [-0.57, 1.44, -0.05], [-1.28, -0.02, 1.03], [2.29, -1.38, -1.57], [-0.60, 0.64, -0.21], [-0.33, -1.40, 1.37], [-0.19, 1.84, -2.35], [-1.55, 0.36, -1.20], [-0.91, 0.28, 0.79], [2.74, -0.26, 0.22], [1.39, 0.24, -0.01], [1.19, 0.15, -1.23], [-2.36, 0.08, 2.00], [1.35, 0.09, -0.16], [-1.01, -0.85, -0.21], [-0.70, 1.05, 0.80], [-1.37, 0.85, -2.42], [0.59, 1.09, -0.31], [1.41, -1.27, 2.67]], "lowdin_spin": [0.08, 0.57, 0.11, 0.04, 0.00, 0.02, 0.01, 0.01, 0.04, 0.01, 0.02, 0.06, 0.00, 0.00, 0.00, 0.00, 0.00, 0.00, 0.01, 0.00, 0.00, 0.00, 0.00, 0.00, 0.00, 0.00, 0.00, 0.00, 0.00, 0.00, 0.00, 0.00, 0.00, 0.00, 0.00, 0.00, 0.00, 0.00, 0.00, 0.00, 0.00, 0.00, 0.00, 0.00, 0.00, 0.00, 0.00, 0.00, 0.01, 0.00, 0.00, 0.00, 0.00, 0.00, 0.00, 0.00, 0.00, 0.00, 0.00, 0.00, 0.00]}

{"formula": "C5H41NO15", "method": "ωB97M-V with the def2-TZVPD basis set", "homo_energy_ev": -8.2, "energy_ha": -1398.37827, "lumo_ev": -0.3569, "species": ["C", "C", "C", "C", "C", "N", "H", "H", "H", "H", "H", "H", "H", "H", "H", "H", "H", "H", "H", "O", "H", "H", "O", "H", "H", "O", "H", "H", "O", "H", "H", "O", "H", "H", "O", "H", "H", "O", "H", "H", "O", "H", "H", "O", "H", "H", "O", "H", "H", "O", "H", "H", "O", "H", "H", "O", "H", "H", "O", "H", "H", "O"], "xyz": [[-0.16720, -2.69837, -2.94114], [-1.28117, -1.76186, -3.41334], [-1.29674, -0.45523, -2.61435], [-2.59961, 0.18366, -2.33440], [-2.86236, 0.92576, -1.23040], [-4.00871, 1.72730, -1.10887], [-0.23107, -2.92715, -1.87136], [0.86242, -2.30818, -3.22637], [-0.21045, -3.63076, -3.52694], [-1.33816, -1.67378, -4.49929], [-2.18196, -2.33766, -3.19177], [-0.57497, -0.47277, -1.73792], [-0.89114, 0.27231, -3.34041], [-3.25080, 0.14504, -3.22115], [-2.19126, 0.93442, -0.39616], [-4.65378, 1.71100, -1.84770], [-3.91593, 2.41196, -0.39810], [2.14868, -0.88616, 2.62147], [2.17423, -1.78843, 3.68551], [2.18612, -0.83348, 3.58528], [-4.25112, -1.62854, -1.56621], [-3.82645, -2.70308, -0.38943], [-4.48119, -2.12108, -0.76554], [-4.22742, -0.32931, 1.72123], [-3.27182, -0.49884, 0.48365], [-3.35065, -0.14041, 1.37193], [1.28175, 1.22052, 3.26322], [2.25578, 1.24079, 2.30508], [1.28780, 1.27694, 2.29010], [4.74141, -1.66424, 1.20072], [4.03420, -0.16632, 1.06935], [4.51909, -0.82003, 1.58852], [-0.65323, -2.10325, 0.83714], [0.20969, -3.23966, 0.16237], [0.23467, -2.39566, 0.61319], [0.56696, -0.63799, 4.63462], [-0.53267, 0.27769, 4.88944], [-0.27298, -0.60126, 5.16806], [3.25326, 3.22422, 0.79896], [2.19166, 3.61308, -0.11311], [3.16659, 3.48661, -0.11758], [0.29763, 2.99973, 2.95577], [-1.09516, 3.45879, 3.22966], [-0.42254, 3.54461, 2.54114], [0.84382, 1.99261, 0.75120], [0.02602, 3.27777, 0.75220], [0.68076, 2.80677, 0.18602], [-1.92204, -2.97990, 2.83674], [-2.57410, -1.69318, 2.19036], [-2.10925, -2.50708, 1.94673], [0.19006, 1.58215, -1.59806], [1.33307, 2.69514, -1.80706], [0.91636, 1.90090, -2.13578], [3.15835, 1.83240, -0.26601], [3.55778, 0.50200, -0.90356], [3.27832, 0.86993, -0.02731], [1.36526, -1.53772, -0.64780], [2.51871, -0.87824, 0.12303], [2.33384, -1.48670, -0.58819], [2.44061, 1.06544, -2.39273], [3.23565, -0.10692, -2.89060], [3.35537, 0.83368, -2.69403]], "forces_ev_per_angstrom": [[1.49, 0.04, -1.66], [-0.65, -1.31, 1.39], [1.52, 0.79, -0.87], [-0.46, 0.09, 1.00], [-1.17, -0.17, -2.40], [2.20, -1.52, 1.14], [0.06, 0.19, -0.35], [-1.09, -0.17, 0.79], [-0.17, 0.06, 0.42], [0.48, 0.46, 0.07], [-0.42, 0.11, 0.15], [-0.95, -0.15, -0.83], [0.65, -0.08, 0.44], [-0.15, 0.38, 0.57], [0.36, 0.24, 0.24], [-0.78, 0.58, -0.60], [-0.77, 0.65, 0.07], [0.07, 0.76, -0.34], [0.26, -0.42, 1.00], [-0.31, -0.74, -0.36], [0.79, -0.57, 0.41], [0.72, -0.02, -0.55], [-1.38, 0.57, 0.29], [-0.11, -0.07, -0.54], [-0.70, -0.27, -0.18], [0.40, 0.28, 1.03], [-1.11, -0.38, -0.10], [0.38, -0.07, -1.29], [1.12, 0.17, 1.66], [-0.39, 0.26, -0.75], [0.37, -0.25, -0.94], [0.35, -0.07, 1.82], [-0.46, -0.64, 0.28], [-0.33, -0.17, 0.11], [0.56, 0.53, -0.02], [-0.63, -0.62, 0.64], [-0.75, 0.29, 0.27], [1.30, 0.28, -0.97], [0.63, 0.18, 0.50], [0.23, 0.01, -0.20], [-0.44, 0.51, -0.08], [-0.62, 0.78, -1.09], [-0.33, 0.34, -0.35], [0.65, -0.80, 1.53], [-0.10, 1.26, -0.95], [0.50, -0.23, -0.43], [-1.15, -0.52, 1.64], [-0.36, 1.22, -2.32], [-0.01, 0.22, -0.13], [0.20, -1.42, 2.41], [0.23, 0.72, 0.43], [-0.65, 0.06, 0.56], [0.39, -0.92, -1.86], [0.37, -0.78, 0.32], [-0.20, 0.28, 0.50], [0.06, 0.79, -0.49], [0.50, -0.07, 0.40], [-0.24, 0.27, 0.14], [0.00, -0.63, -1.11], [0.38, 0.13, -0.49], [0.26, 0.09, -0.11], [-0.60, -0.55, 0.12]], "nbo_charge": [-0.60, -0.40, -0.45, -0.31, -0.03, -0.83, 0.19, 0.21, 0.21, 0.21, 0.18, 0.20, 0.23, 0.20, 0.20, 0.39, 0.39, 0.49, 0.48, -0.96, 0.49, 0.49, -0.98, 0.49, 0.50, -0.97, 0.49, 0.49, -0.96, 0.48, 0.50, -1.01, 0.50, 0.48, -0.98, 0.48, 0.45, -0.95, 0.46, 0.50, -0.94, 0.48, 0.48, -0.95, 0.51, 0.51, -1.02, 0.49, 0.50, -0.99, 0.50, 0.50, -0.96, 0.50, 0.52, -1.07, 0.49, 0.47, -0.98, 0.50, 0.47, -0.97]}

{"formula": "C5H42NO14S", "method": "ωB97M-V with the def2-TZVPD basis set", "spin_multiplicity": 2, "homo_energy_ev": [-2.2, -7.6], "energy_ha": -1721.71731, "lumo_ev": [-0.0427, -0.1149], "species": ["C", "C", "C", "C", "S", "C", "N", "H", "H", "H", "H", "H", "H", "H", "H", "H", "H", "H", "H", "H", "H", "H", "H", "O", "H", "H", "O", "H", "H", "O", "H", "H", "O", "H", "H", "O", "H", "H", "O", "H", "H", "O", "H", "H", "O", "H", "H", "O", "H", "H", "O", "H", "H", "O", "H", "H", "O", "H", "H", "O", "H", "H", "O"], "xyz": [[-2.49564, -0.34892, 1.45247], [-1.25720, -1.19093, 1.67790], [-1.24935, -1.87561, 3.07751], [-0.31645, -0.90997, 3.80321], [0.25720, -0.05401, 2.10941], [1.36839, 1.10395, 2.93481], [-0.90276, -1.93510, 0.44401], [-2.51244, 0.13701, 0.47405], [-2.61860, 0.42962, 2.21018], [-3.35883, -1.01268, 1.45426], [-0.57929, 0.94389, 1.71403], [-2.31325, -1.86790, 3.30658], [-0.77001, -2.86853, 3.00946], [-0.71498, -0.15200, 4.47313], [0.67059, -1.26138, 4.14027], [0.99227, 2.11063, 3.11039], [2.22178, 1.24224, 2.26164], [1.87303, 0.87266, 3.87038], [-0.54207, -1.28194, -0.26309], [-0.02073, -2.48992, 0.71249], [-1.64710, -2.62741, 0.29520], [-0.14058, -0.11694, -2.33486], [0.69249, -1.41414, -2.35632], [0.37136, -0.71231, -1.76467], [3.76047, 1.73444, -1.01849], [4.18287, 1.32708, 0.45363], [3.75777, 0.98722, -0.34631], [-1.44941, -0.45771, -4.70194], [-1.34770, -1.82548, -4.19423], [-1.62668, -0.95015, -3.88642], [0.62054, -4.64293, 1.28685], [1.84409, -3.67274, 1.28081], [0.97497, -3.84331, 0.88061], [4.63636, -1.60265, -0.50423], [3.61101, -0.77773, -0.42176], [3.69940, -1.76320, -0.27575], [-1.66989, 4.77585, -0.69266], [-2.02341, 4.50460, -2.18415], [-1.34120, 4.39795, -1.51932], [2.53918, 2.80462, -2.35398], [3.86780, 3.38152, -2.59829], [3.36863, 3.00207, -1.86175], [-4.13626, -3.51652, -0.76615], [-3.83569, -3.35838, 0.70548], [-3.44846, -3.22048, -0.16291], [-1.08988, 1.94359, -2.23840], [-0.32179, 1.21731, -1.08345], [-1.20255, 1.34284, -1.48196], [-2.54919, 2.42835, -0.80662], [-4.08181, 2.82708, -1.03886], [-3.32876, 2.89996, -0.45827], [0.01604, 3.27475, -4.96894], [0.14723, 3.39994, -3.49847], [0.58847, 2.94989, -4.24018], [-3.17264, 3.50729, 2.23594], [-2.45247, 2.72802, 1.30800], [-2.27278, 3.15859, 2.16304], [1.43063, -3.59405, -4.30071], [1.37544, -3.18755, -2.87279], [2.00777, -3.23624, -3.62181], [3.55273, -1.07953, 1.97724], [4.58060, -1.09083, 3.17626], [3.78074, -1.49378, 2.81849]], "forces_ev_per_angstrom": [[-0.15, -0.57, -0.33], [-0.39, 1.22, 0.08], [0.53, -0.03, -1.72], [1.30, 0.62, -1.35], [-1.14, -0.90, 1.25], [1.82, 1.97, 0.46], [1.36, -1.35, 2.96], [0.24, 0.04, -0.03], [0.03, -0.17, 0.12], [-0.46, 0.15, 0.10], [0.67, 0.34, -0.17], [0.25, -0.50, 1.02], [-0.63, 0.19, 0.28], [-0.15, -0.12, -0.08], [-0.70, -0.33, 0.38], [-0.55, 0.06, -0.20], [-0.17, 0.00, -0.27], [-0.38, -0.83, 0.25], [-0.70, -0.14, -1.14], [-1.20, 0.31, -0.62], [0.16, 0.46, -1.47], [-0.29, -0.42, -0.16], [0.04, 0.46, 0.13], [0.45, -0.42, 0.05], [-0.08, -0.66, 0.74], [-0.15, 0.02, -0.36], [0.35, 0.28, 0.06], [-0.16, 0.55, 0.17], [-0.11, -0.27, 0.40], [0.24, -0.22, -0.63], [0.19, 0.02, 0.01], [-0.15, -0.10, -0.20], [0.41, -0.10, 0.26], [0.15, -1.60, 0.20], [-1.57, -0.46, 0.29], [1.20, 2.04, -0.43], [-0.19, -0.16, -0.23], [-0.38, 0.14, 0.06], [0.95, 0.20, -0.09], [0.20, -0.06, 0.68], [0.42, 0.06, 0.30], [-0.81, 0.42, -1.48], [0.06, 0.03, -0.30], [-0.13, -0.03, 0.21], [0.02, -0.09, 0.23], [0.19, 0.04, 0.03], [-0.20, 0.45, -0.11], [-0.12, -0.02, 0.29], [-0.34, -0.08, -0.47], [-0.02, -0.37, -0.40], [0.02, 0.15, 0.96], [0.54, -0.45, 0.15], [0.26, -0.08, 0.20], [-0.73, 0.58, -0.15], [0.19, 0.36, 0.62], [0.56, 0.00, -0.04], [-0.74, -0.30, -0.49], [0.08, -0.10, -0.45], [0.82, -0.16, -0.29], [-0.88, 0.10, 0.77], [0.39, -0.09, -0.13], [-0.22, 0.07, -0.37], [-0.24, -0.16, 0.45]], "lowdin_spin": [0.02, 0.01, 0.01, 0.00, 0.02, 0.01, 0.01, 0.01, 0.00, 0.01, 0.01, 0.00, 0.00, 0.00, 0.00, 0.00, 0.00, 0.00, 0.01, 0.00, 0.01, 0.01, 0.01, 0.05, 0.00, 0.00, 0.01, 0.03, 0.03, 0.07, 0.00, 0.00, 0.02, 0.00, 0.00, 0.01, 0.01, 0.03, 0.05, 0.02, 0.01, 0.03, 0.01, 0.01, 0.04, 0.03, 0.02, 0.07, 0.01, 0.01, 0.03, 0.03, 0.02, 0.08, 0.00, 0.00, 0.01, 0.01, 0.02, 0.04, 0.00, 0.00, 0.00]}